Computed, not measured: a cluster of 2 separate species, C4H12N2O in total, with the ωB97M-V functional and the def2-TZVPD basis.

The geometry in ORCA input format:
```
! wB97M-V def2-TZVPD RIJCOSX def2/J DEFGRID3
* xyz 0 1
C -0.36 -2.38 -1.72
O 0.10 -1.25 -2.44
C -0.82 -2.15 -0.29
H 0.47 -3.10 -1.71
H -1.18 -2.82 -2.29
H -1.15 -3.10 0.14
H -1.62 -1.41 -0.27
H 0.02 -1.77 0.30
C 0.46 1.00 0.55
C -0.16 1.47 1.74
N 0.71 2.33 2.57
N 0.06 1.18 -0.67
H 1.46 0.57 0.70
H -1.15 1.24 2.10
H 0.48 2.45 3.55
H 1.69 2.00 2.52
H 0.66 3.24 2.11
H -0.81 1.71 -0.64
H 0.10 -0.44 -1.88
*
```

electronic energy: -9366.682 eV
energy relative to the best compared isomer or geometry (same formula, charge and spin): 104.0 kcal/mol
highest occupied orbital energy: -0.25192 hartree
orbital gap: 6.747 eV



Computed, not measured: an isolated molecule of C4H12N2O, with the ωB97M-V functional and the def2-TZVPD basis.

The geometry in ORCA input format:
```
! wB97M-V def2-TZVPD RIJCOSX def2/J DEFGRID3
* xyz 0 1
N -1.68 0.08 -0.84
C -0.59 0.05 0.18
C 0.34 1.21 -0.16
C 1.28 1.63 0.97
O 1.04 0.85 -1.34
C 0.15 -1.28 0.17
N -0.62 -2.37 0.78
H -2.22 -0.78 -0.79
H -1.21 0.05 -1.74
H -1.07 0.21 1.14
H -0.32 2.06 -0.36
H 1.16 1.08 1.90
H 2.32 1.47 0.69
H 1.19 2.69 1.22
H 1.59 1.59 -1.62
H 1.13 -1.18 0.65
H 0.41 -1.52 -0.86
H -1.43 -1.98 1.24
H -0.07 -2.78 1.53
*
```

electronic energy: -9369.955 eV
energy relative to the best compared isomer or geometry (same formula, charge and spin): 28.6 kcal/mol
SMILES: C[C@@H](O)[C@@H](N)CN
highest occupied orbital energy: -0.33900 hartree
orbital gap: 10.065 eV



Computed, not measured: an isolated molecule of C4H12N2O, with the ωB97M-V functional and the def2-TZVPD basis.

The geometry in ORCA input format:
```
! wB97M-V def2-TZVPD RIJCOSX def2/J DEFGRID3
* xyz 0 1
N -1.06 1.49 0.65
C -0.25 0.64 -0.23
C -1.10 -0.58 -0.72
C -0.25 -1.65 -1.39
O -1.89 -1.18 0.29
C 1.04 0.21 0.46
N 1.77 1.33 1.05
H -0.46 2.27 0.91
H -1.19 1.01 1.54
H -0.06 1.24 -1.12
H -1.79 -0.13 -1.43
H 0.35 -2.16 -0.64
H -0.92 -2.39 -1.84
H 0.38 -1.18 -2.14
H -1.72 -0.77 1.14
H 1.70 -0.40 -0.16
H 0.76 -0.50 1.26
H 2.53 1.65 0.46
H 2.16 1.10 1.95
*
```

electronic energy: -9369.960 eV
energy relative to the best compared isomer or geometry (same formula, charge and spin): 28.4 kcal/mol
SMILES: C[C@@H](O)[C@@H](N)CN
highest occupied orbital energy: -0.34352 hartree
orbital gap: 10.138 eV



Computed, not measured: a structure of composition C4H12N2O, with the ωB97M-V functional and the def2-TZVPD basis.

The geometry in ORCA input format:
```
! wB97M-V def2-TZVPD RIJCOSX def2/J DEFGRID3
* xyz 0 1
C -0.22 -0.72 -1.82
N -0.04 -0.92 -0.40
N -1.53 -1.72 0.44
H 0.69 -1.61 -0.22
H -1.04 -2.55 0.79
H -1.88 -1.28 1.29
H -0.20 -1.67 -2.35
H 0.59 -0.09 -2.24
H -1.17 -0.22 -2.01
C 1.71 0.74 0.78
C -0.63 1.60 0.25
C 0.20 0.42 0.76
O -0.21 -0.09 1.90
H 2.26 -0.15 1.06
H 2.04 1.10 -0.19
H -1.66 1.27 0.11
H -0.60 2.40 1.00
H 1.90 1.51 1.53
H -0.24 1.99 -0.69
*
```

electronic energy: -9366.391 eV
energy relative to the best compared isomer or geometry (same formula, charge and spin): 110.7 kcal/mol
highest occupied orbital energy: -0.28941 hartree
orbital gap: 7.833 eV